(1)
C22H35N5RhS2 as an isolated structure at a distorted geometry, computed with ωB97M-V with the def2-TZVPD basis set.

Element x y z (Å)
Rh (0.419, -0.387, 0.264)
C (-2.592, -0.058, -0.183)
N (-1.743, -1.161, 0.267)
C (-1.940, -2.320, -0.600)
C (-1.986, -1.539, 1.666)
C (-1.610, -0.420, 2.635)
N (-0.203, -0.017, 2.462)
C (-0.038, 1.420, 2.665)
C (0.698, -0.779, 3.323)
H (-3.653, -0.287, -0.015)
H (-2.454, 0.097, -1.254)
H (-2.359, 0.872, 0.339)
H (-2.992, -2.627, -0.603)
H (-1.345, -3.163, -0.254)
H (-1.659, -2.081, -1.626)
H (-1.385, -2.426, 1.889)
H (-3.041, -1.803, 1.815)
H (-1.791, -0.762, 3.660)
H (-2.252, 0.446, 2.467)
H (-0.443, 1.730, 3.637)
H (-0.568, 1.973, 1.884)
H (1.020, 1.680, 2.637)
H (0.505, -0.568, 4.383)
H (1.735, -0.510, 3.104)
H (0.561, -1.848, 3.157)
S (1.646, -2.184, -0.541)
C (2.608, -3.374, 0.296)
N (2.060, -4.517, 0.658)
C (2.822, -5.594, 1.276)
C (4.294, -5.483, 0.895)
C (4.813, -4.063, 1.091)
N (3.881, -3.105, 0.512)
H (1.102, -4.703, 0.399)
H (2.417, -6.543, 0.924)
H (2.688, -5.546, 2.361)
H (4.416, -5.771, -0.150)
H (4.878, -6.166, 1.510)
H (5.776, -3.944, 0.591)
H (4.945, -3.832, 2.153)
H (4.244, -2.221, 0.183)
N (1.731, 1.248, -0.403)
S (2.023, 2.809, -0.093)
C (3.251, 2.708, 1.273)
C (3.029, 3.423, 2.440)
C (3.965, 3.339, 3.463)
C (5.097, 2.556, 3.307)
C (5.301, 1.851, 2.129)
C (4.367, 1.905, 1.106)
C (3.020, 3.414, -1.472)
C (2.832, 2.887, -2.743)
C (3.578, 3.384, -3.797)
C (4.464, 4.432, -3.584)
C (4.619, 4.969, -2.313)
C (3.891, 4.474, -1.245)
H (2.043, 0.942, -1.325)
H (2.161, 4.053, 2.558)
H (3.806, 3.893, 4.375)
H (5.818, 2.488, 4.109)
H (6.198, 1.265, 1.992)
H (4.524, 1.358, 0.189)
H (2.111, 2.105, -2.935)
H (3.440, 2.974, -4.785)
H (5.007, 4.850, -4.417)
H (5.295, 5.794, -2.153)
H (4.016, 4.904, -0.264)

Output
- Total charge: +3
- LUMO (alpha / beta): -8.28 / -12.42 eV
- Energy relative to the best compared isomer or geometry (same formula, charge and spin): 20.67 kcal/mol
- 2S+1: 5



(2)
C22H35N8O2Ti as an isolated structure, computed with ωB97M-V with the def2-TZVPD basis set.

Element x y z (Å)
Ti (-0.602, 0.078, 0.565)
O (3.019, -0.294, -0.230)
C (2.064, -0.473, 0.463)
N (1.203, 0.537, 0.948)
C (1.392, 1.901, 0.508)
O (0.927, 2.217, -0.571)
C (1.990, 2.817, 1.498)
C (2.799, 3.862, 1.104)
C (3.335, 4.665, 2.107)
C (3.003, 4.394, 3.419)
C (2.146, 3.331, 3.708)
N (1.652, 2.533, 2.767)
C (1.566, -1.808, 0.923)
C (2.388, -2.901, 1.040)
C (1.847, -4.073, 1.562)
C (0.511, -4.096, 1.929)
C (-0.256, -2.962, 1.746)
N (0.249, -1.825, 1.246)
H (3.018, 4.032, 0.058)
H (3.998, 5.484, 1.860)
H (3.397, 4.994, 4.228)
H (1.860, 3.117, 4.730)
H (3.427, -2.817, 0.750)
H (2.467, -4.950, 1.695)
H (0.059, -4.980, 2.358)
H (-1.300, -2.971, 2.030)
N (-1.908, 1.729, -0.144)
C (-2.691, 2.414, 0.927)
C (-1.820, 2.486, 2.164)
N (-1.049, 1.218, 2.349)
C (-1.679, 0.228, 3.273)
C (-2.890, -0.399, 2.615)
N (-2.533, -0.817, 1.204)
H (-1.234, 2.389, -0.540)
H (-2.520, 1.495, -0.923)
H (-3.605, 1.846, 1.092)
H (-2.992, 3.411, 0.609)
H (-2.413, 2.706, 3.053)
H (-1.082, 3.283, 2.064)
H (-0.135, 1.499, 2.748)
H (-1.965, 0.710, 4.209)
H (-0.928, -0.527, 3.511)
H (-3.718, 0.304, 2.558)
H (-3.243, -1.256, 3.185)
H (-3.286, -0.542, 0.576)
H (-2.528, -1.832, 1.149)
C (0.168, -3.011, -4.943)
C (-0.899, -1.977, -4.634)
N (-0.480, -1.020, -3.569)
C (0.354, 0.129, -4.012)
C (1.839, -0.057, -3.734)
C (-0.797, -1.201, -2.319)
C (-1.613, -2.382, -1.894)
N (-0.396, -0.332, -1.351)
H (-0.242, -3.747, -5.634)
H (0.498, -3.536, -4.044)
H (1.040, -2.564, -5.418)
H (-1.839, -2.434, -4.339)
H (-1.117, -1.366, -5.508)
H (-0.042, 1.036, -3.549)
H (0.171, 0.236, -5.078)
H (2.072, -0.120, -2.670)
H (2.379, 0.797, -4.141)
H (2.217, -0.955, -4.219)
H (-1.287, -3.296, -2.384)
H (-2.666, -2.232, -2.142)
H (-1.509, -2.530, -0.821)
H (0.212, 0.405, -1.714)

Output
- Total charge: +3
- LUMO: -10.68 eV
- Energy relative to the best compared isomer or geometry (same formula, charge and spin): 18.50 kcal/mol



(3)
C22H35N9O3P2Pt as an isolated structure at a distorted geometry, computed with ωB97M-V with the def2-TZVPD basis set.

Element x y z (Å)
Pt (0.278, 0.303, 0.054)
N (-3.191, -3.081, -1.955)
C (-2.054, -2.388, -1.915)
N (-1.884, -1.282, -1.258)
C (-2.923, -0.776, -0.529)
N (-2.845, 0.370, 0.110)
N (-1.608, 1.008, 0.102)
C (-1.687, 2.290, 0.072)
C (-0.431, 3.007, -0.073)
C (-0.305, 4.379, -0.072)
C (0.941, 4.932, -0.338)
C (2.004, 4.091, -0.611)
C (1.824, 2.718, -0.569)
N (0.629, 2.186, -0.290)
C (-4.192, -1.493, -0.487)
C (-5.295, -1.041, 0.249)
C (-6.471, -1.753, 0.227)
C (-6.568, -2.927, -0.531)
C (-5.497, -3.389, -1.263)
C (-4.309, -2.662, -1.234)
H (-3.251, -3.907, -2.532)
H (-1.223, -2.789, -2.485)
H (-2.655, 2.773, 0.038)
H (-1.170, 4.998, 0.118)
H (1.070, 6.006, -0.350)
H (2.982, 4.484, -0.848)
H (2.627, 2.023, -0.752)
H (-5.201, -0.130, 0.823)
H (-7.326, -1.406, 0.790)
H (-7.497, -3.479, -0.545)
H (-5.575, -4.295, -1.851)
C (5.665, -0.550, 2.271)
N (4.635, -0.547, 1.229)
C (5.047, -1.218, -0.011)
P (3.065, -0.412, 1.570)
O (2.324, 0.043, 0.337)
O (2.552, -1.883, 1.993)
P (1.127, -2.571, 1.685)
O (0.348, -1.850, 0.630)
N (1.551, -4.058, 1.197)
C (0.847, -4.739, 0.112)
C (2.742, -4.769, 1.666)
N (0.363, -2.501, 3.126)
C (-1.101, -2.404, 3.174)
C (0.937, -3.245, 4.250)
N (2.867, 0.513, 2.889)
C (2.118, 1.775, 2.824)
C (2.838, -0.106, 4.224)
H (6.588, -0.155, 1.848)
H (5.855, -1.563, 2.635)
H (5.376, 0.092, 3.098)
H (5.853, -0.648, -0.472)
H (4.218, -1.277, -0.712)
H (5.409, -2.226, 0.202)
H (-0.035, -4.176, -0.182)
H (0.532, -5.731, 0.440)
H (1.502, -4.848, -0.755)
H (3.242, -4.225, 2.462)
H (3.447, -4.900, 0.842)
H (2.463, -5.753, 2.045)
H (-1.482, -1.978, 2.249)
H (-1.390, -1.756, 4.001)
H (-1.554, -3.387, 3.329)
H (2.024, -3.173, 4.252)
H (0.652, -4.300, 4.221)
H (0.576, -2.812, 5.182)
H (2.473, 2.400, 2.007)
H (2.298, 2.311, 3.754)
H (1.044, 1.609, 2.720)
H (3.409, -1.031, 4.241)
H (1.812, -0.325, 4.529)
H (3.289, 0.580, 4.939)

Output
- Total charge: +2
- LUMO: -6.22 eV
- Energy relative to the best compared isomer or geometry (same formula, charge and spin): 0.00 kcal/mol



(4)
C22H35NO2P2PdS2 as an isolated structure at a distorted geometry, computed with ωB97M-V with the def2-TZVPD basis set.

Element x y z (Å)
P (-2.838, 1.876, -0.380)
P (3.028, 1.698, -1.885)
C (-1.108, 2.332, -0.664)
C (1.622, 2.422, -2.971)
H (-0.920, 3.255, -0.117)
H (-1.138, 2.532, -1.763)
H (1.162, 1.666, -3.611)
H (0.841, 3.021, -2.374)
C (4.215, 2.564, -0.798)
H (4.625, 1.880, -0.034)
H (3.686, 3.380, -0.284)
H (5.020, 2.969, -1.425)
C (3.738, 0.502, -3.065)
H (4.495, 1.072, -3.626)
H (2.942, 0.147, -3.738)
H (4.192, -0.360, -2.548)
C (-3.531, 3.349, 0.394)
H (-4.203, 3.083, 1.222)
H (-4.070, 3.965, -0.342)
H (-2.704, 3.957, 0.788)
C (-3.597, 1.631, -2.009)
H (-2.864, 1.181, -2.696)
H (-3.925, 2.593, -2.439)
H (-4.467, 0.960, -1.921)
Pd (0.792, 1.715, -1.249)
C (2.196, 3.647, -3.631)
C (2.569, 4.514, -2.501)
C (1.991, 5.808, -2.232)
C (0.427, 6.009, -2.345)
C (-0.427, 4.786, -2.205)
C (-0.824, 3.979, -3.219)
C (-0.303, 4.169, -4.604)
C (1.223, 4.283, -4.706)
C (-2.731, 0.365, 0.565)
H (3.161, 3.459, -4.194)
H (3.601, 4.425, -2.132)
H (2.450, 6.617, -2.831)
H (2.235, 6.060, -1.185)
H (0.129, 6.678, -1.519)
H (0.187, 6.561, -3.269)
H (-0.947, 4.758, -1.250)
H (-1.746, 3.369, -3.200)
H (-0.747, 5.086, -5.025)
H (-0.709, 3.381, -5.260)
H (1.507, 3.836, -5.667)
H (1.482, 5.348, -4.719)
H (-2.374, -0.451, -0.085)
H (-3.710, 0.131, 1.010)
H (-1.981, 0.496, 1.358)
O (-0.263, -0.605, 4.139)
S (0.823, -1.222, 3.423)
O (2.121, -1.372, 4.043)
N (0.935, -0.594, 1.893)
C (0.603, -1.400, 0.895)
S (0.592, -0.803, -0.700)
C (0.218, -2.757, 1.391)
C (-0.172, -3.959, 0.758)
C (-0.592, -5.061, 1.532)
C (-0.582, -5.011, 2.942)
C (-0.094, -3.857, 3.576)
C (0.286, -2.784, 2.789)
H (-0.184, -4.006, -0.320)
H (-0.944, -5.979, 1.048)
H (-0.912, -5.848, 3.537)
H (-0.050, -3.760, 4.668)

Output
- LUMO (alpha / beta): 0.23 / 0.12 eV
- Energy relative to the best compared isomer or geometry (same formula, charge and spin): 35.42 kcal/mol
- 2S+1: 3



Copy entry 2 word for word.
C22H35N8O2Ti as an isolated structure, computed with ωB97M-V with the def2-TZVPD basis set.

Element x y z (Å)
Ti (-0.602, 0.078, 0.565)
O (3.019, -0.294, -0.230)
C (2.064, -0.473, 0.463)
N (1.203, 0.537, 0.948)
C (1.392, 1.901, 0.508)
O (0.927, 2.217, -0.571)
C (1.990, 2.817, 1.498)
C (2.799, 3.862, 1.104)
C (3.335, 4.665, 2.107)
C (3.003, 4.394, 3.419)
C (2.146, 3.331, 3.708)
N (1.652, 2.533, 2.767)
C (1.566, -1.808, 0.923)
C (2.388, -2.901, 1.040)
C (1.847, -4.073, 1.562)
C (0.511, -4.096, 1.929)
C (-0.256, -2.962, 1.746)
N (0.249, -1.825, 1.246)
H (3.018, 4.032, 0.058)
H (3.998, 5.484, 1.860)
H (3.397, 4.994, 4.228)
H (1.860, 3.117, 4.730)
H (3.427, -2.817, 0.750)
H (2.467, -4.950, 1.695)
H (0.059, -4.980, 2.358)
H (-1.300, -2.971, 2.030)
N (-1.908, 1.729, -0.144)
C (-2.691, 2.414, 0.927)
C (-1.820, 2.486, 2.164)
N (-1.049, 1.218, 2.349)
C (-1.679, 0.228, 3.273)
C (-2.890, -0.399, 2.615)
N (-2.533, -0.817, 1.204)
H (-1.234, 2.389, -0.540)
H (-2.520, 1.495, -0.923)
H (-3.605, 1.846, 1.092)
H (-2.992, 3.411, 0.609)
H (-2.413, 2.706, 3.053)
H (-1.082, 3.283, 2.064)
H (-0.135, 1.499, 2.748)
H (-1.965, 0.710, 4.209)
H (-0.928, -0.527, 3.511)
H (-3.718, 0.304, 2.558)
H (-3.243, -1.256, 3.185)
H (-3.286, -0.542, 0.576)
H (-2.528, -1.832, 1.149)
C (0.168, -3.011, -4.943)
C (-0.899, -1.977, -4.634)
N (-0.480, -1.020, -3.569)
C (0.354, 0.129, -4.012)
C (1.839, -0.057, -3.734)
C (-0.797, -1.201, -2.319)
C (-1.613, -2.382, -1.894)
N (-0.396, -0.332, -1.351)
H (-0.242, -3.747, -5.634)
H (0.498, -3.536, -4.044)
H (1.040, -2.564, -5.418)
H (-1.839, -2.434, -4.339)
H (-1.117, -1.366, -5.508)
H (-0.042, 1.036, -3.549)
H (0.171, 0.236, -5.078)
H (2.072, -0.120, -2.670)
H (2.379, 0.797, -4.141)
H (2.217, -0.955, -4.219)
H (-1.287, -3.296, -2.384)
H (-2.666, -2.232, -2.142)
H (-1.509, -2.530, -0.821)
H (0.212, 0.405, -1.714)

Output
- Total charge: +3
- LUMO: -10.68 eV
- Energy relative to the best compared isomer or geometry (same formula, charge and spin): 18.50 kcal/mol



Which of these has the lowest energy relative to the best compared isomer or geometry (same formula, charge and spin)? C22H35N9O3P2Pt



What is the formula in the second record? C22H35N8O2Ti



Among the records above, which one has the lowest energy relative to the best compared isomer or geometry (same formula, charge and spin)? C22H35N9O3P2Pt